No. 1
The following is a DFT calculation (wB97M-V/def2-TZVPD) of a cluster of 2 separate species, C5H16N3O in total in a non-equilibrium geometry.

Properties
- Orbital gap: 0.3244 Eh
- ΔE to the lowest compared entry with this formula, charge and spin: 404.7 kJ/mol
- Total energy: -11953.2683 eV
- HOMO level: -0.4348 hartree
- F_max: 0.099 Eh/bohr

Geometry as ORCA input:
```
! wB97M-V def2-TZVPD RIJCOSX def2/J DEFGRID3
* xyz 1 1
C 1.82 1.76 -0.80
C -0.08 0.70 -2.13
C 0.52 1.01 -0.63
C 0.55 -0.37 -0.12
C -1.41 -1.13 0.64
N 1.36 -0.39 1.13
N -1.03 -1.61 1.92
N -2.10 0.02 0.82
O -1.66 -2.07 -0.24
H 1.70 2.83 -1.00
H 2.32 1.15 -1.52
H 2.52 1.70 0.00
H 0.68 0.08 -2.61
H -0.41 1.49 -2.68
H -0.92 0.08 -2.05
H -0.11 1.69 -0.04
H 1.05 -1.13 -0.73
H 1.25 -1.26 1.76
H 2.35 -0.09 0.90
H -1.12 -0.98 2.71
H -1.38 -2.56 2.18
H -2.72 0.34 0.11
H -2.29 0.39 1.77
H 0.90 0.32 1.73
H -1.79 -1.98 -1.12
*
```

=====

No. 2
The following is a DFT calculation (wB97M-V/def2-TZVPD) of a structure of composition C27H39CrN3PSb.

Properties
- Orbital gap (spin up / spin down): 0.3183 / 0.3333 Eh
- ⟨S²⟩: 6.02
- ΔE to the lowest compared entry with this formula, charge and spin: 0.0 kJ/mol
- Total energy: -77337.2965 eV
- HOMO level (spin up / spin down): -0.5308 / -0.5477 hartree
- F_max: 0.011 Eh/bohr

Geometry as ORCA input:
```
! wB97M-V def2-TZVPD RIJCOSX def2/J DEFGRID3
* xyz 2 5
Cr 0.34 0.23 -0.81
C -1.27 -3.09 0.02
C -1.31 -2.80 -1.45
C -1.93 -3.76 -2.25
C -2.00 -3.58 -3.61
C -1.43 -2.43 -4.14
C -0.84 -1.51 -3.29
N -0.76 -1.68 -1.94
Sb -0.07 0.20 -4.31
C 1.88 0.22 -3.40
C 2.97 0.14 -4.25
C 4.25 0.26 -3.73
C 4.40 0.48 -2.38
C 3.28 0.56 -1.57
C 3.43 0.85 -0.11
N 2.04 0.40 -2.07
C -0.90 1.71 -3.02
C -1.72 2.61 -3.68
C -2.18 3.74 -3.02
C -1.74 3.97 -1.74
C -0.91 3.05 -1.11
C -0.37 3.35 0.25
N -0.55 1.90 -1.72
H -0.71 -4.00 0.21
H -2.28 -3.25 0.40
H -0.82 -2.28 0.58
H -2.36 -4.64 -1.78
H -2.48 -4.31 -4.25
H -1.46 -2.24 -5.20
H 2.82 0.00 -5.32
H 5.12 0.19 -4.38
H 5.38 0.61 -1.94
H 3.92 1.81 0.04
H 4.05 0.10 0.39
H 2.47 0.88 0.41
H -1.99 2.44 -4.72
H -2.83 4.44 -3.52
H -2.01 4.87 -1.21
H -0.38 4.42 0.43
H 0.66 3.00 0.34
H -0.97 2.87 1.02
C -0.28 0.81 4.45
C -0.02 1.31 3.03
C 1.38 1.92 2.95
P -0.34 0.04 1.71
C 0.97 -1.25 2.06
C 0.69 -2.39 3.04
C 1.63 -1.79 0.78
C -2.12 -0.48 1.92
C -2.46 -1.55 2.96
C -2.98 0.78 2.11
H -0.03 1.62 5.15
H 0.36 -0.03 4.71
H -1.31 0.54 4.63
H -0.75 2.10 2.82
H 2.14 1.24 3.33
H 1.41 2.81 3.58
H 1.67 2.22 1.94
H 1.71 -0.59 2.53
H 0.06 -3.15 2.58
H 0.22 -2.06 3.96
H 1.63 -2.87 3.30
H 1.38 -2.83 0.60
H 2.72 -1.72 0.82
H 1.34 -1.30 -0.17
H -2.39 -0.87 0.93
H -2.14 -1.27 3.96
H -2.01 -2.51 2.72
H -3.54 -1.68 2.98
H -2.84 1.22 3.10
H -4.03 0.50 2.03
H -2.78 1.54 1.36
*
```

=====

No. 3
The following is a DFT calculation (wB97M-V/def2-TZVPD) of a structure of composition C22H30AsCaCl2N2O6 in a non-equilibrium geometry.

Properties
- Orbital gap: 0.2465 Eh
- ΔE to the lowest compared entry with this formula, charge and spin: 42.5 kJ/mol
- Total energy: -142887.3552 eV
- HOMO level: -0.3874 hartree
- F_max: 0.022 Eh/bohr

Geometry as ORCA input:
```
! wB97M-V def2-TZVPD RIJCOSX def2/J DEFGRID3
* xyz 1 1
Ca 0.26 2.46 0.31
O 0.06 -0.50 3.54
C -0.04 0.33 2.53
O 0.69 1.29 2.35
C -1.37 0.20 1.78
C -2.38 -0.71 2.10
C -3.56 -0.63 1.37
C -3.71 0.33 0.37
C -2.67 1.20 0.15
N -1.55 1.13 0.86
C -2.63 2.36 -0.85
O -3.59 2.46 -1.75
O -1.75 3.19 -0.80
H 0.88 -0.30 4.03
H -2.24 -1.44 2.88
H -4.36 -1.32 1.58
H -4.64 0.38 -0.17
H -4.17 1.68 -1.74
C 1.56 -3.09 1.88
As 0.92 -1.77 0.59
C 2.38 -1.97 -0.67
C -0.53 -2.84 -0.22
C -0.07 -4.05 -0.98
C 0.31 -3.93 -2.32
C 0.75 -5.04 -3.03
C 0.80 -6.29 -2.42
C 0.41 -6.42 -1.10
C -0.02 -5.30 -0.38
H 1.73 -4.05 1.38
H 0.85 -3.23 2.69
H 2.51 -2.74 2.29
H 2.53 -3.02 -0.89
H 3.27 -1.55 -0.20
H 2.18 -1.41 -1.59
H -1.10 -2.17 -0.87
H -1.18 -3.13 0.61
H 0.27 -2.96 -2.80
H 1.05 -4.93 -4.06
H 1.12 -7.15 -2.98
H 0.44 -7.38 -0.61
H -0.33 -5.42 0.65
C -1.22 4.51 2.27
C 0.09 5.25 2.10
O 0.99 4.44 1.31
C 2.33 4.96 1.30
C 3.23 3.97 0.60
H -1.87 5.08 2.94
H -1.05 3.54 2.74
H -1.74 4.40 1.32
H 0.57 5.43 3.06
H -0.05 6.20 1.60
H 2.64 5.12 2.33
H 2.32 5.93 0.79
H 3.24 3.01 1.12
H 4.25 4.35 0.60
H 2.94 3.80 -0.43
Cl -0.93 2.57 -4.11
C -0.99 0.82 -4.25
Cl -1.29 0.03 -2.66
H -0.03 0.46 -4.59
H -1.82 0.55 -4.90
O 2.05 0.85 -3.36
C 1.79 1.12 -2.23
N 1.50 1.35 -1.09
*
```

=====

No. 4
The following is a DFT calculation (wB97M-V/def2-TZVPD) of a structure of composition C32H69BrO4SSi5SnTe in a non-equilibrium geometry.

Properties
- Orbital gap: 0.2608 Eh
- ΔE to the lowest compared entry with this formula, charge and spin: 250.0 kJ/mol
- Total energy: -175874.2453 eV
- HOMO level: -0.4877 hartree
- F_max: 0.053 Eh/bohr

Geometry as ORCA input:
```
! wB97M-V def2-TZVPD RIJCOSX def2/J DEFGRID3
* xyz 2 1
Sn -1.52 -1.50 -1.97
C 4.26 -2.90 0.32
C 4.61 -2.84 -1.17
C 3.85 -3.98 -1.85
C 6.12 -3.08 -1.34
Si 4.17 -1.08 -1.92
Br 0.93 -1.51 -1.37
C 4.26 -0.84 -3.87
C 5.65 -0.29 -4.26
C 3.19 0.14 -4.39
C 4.05 -2.17 -4.61
C 4.36 0.52 -0.79
C 4.03 1.81 -1.55
C 3.44 0.48 0.44
C 5.82 0.59 -0.31
H 4.55 -3.88 0.70
H 3.19 -2.78 0.46
H 4.80 -2.16 0.91
H 4.00 -4.88 -1.27
H 4.21 -4.17 -2.85
H 2.79 -3.77 -1.88
H 6.37 -4.06 -0.94
H 6.71 -2.35 -0.81
H 6.42 -3.07 -2.38
H 5.84 0.67 -3.82
H 5.69 -0.17 -5.34
H 6.44 -0.98 -3.97
H 3.36 1.15 -4.05
H 2.19 -0.18 -4.08
H 3.22 0.14 -5.47
H 4.84 -2.88 -4.38
H 4.10 -1.98 -5.68
H 3.08 -2.60 -4.39
H 2.99 1.82 -1.86
H 4.67 1.95 -2.42
H 4.18 2.65 -0.89
H 2.40 0.54 0.15
H 3.68 1.35 1.06
H 3.59 -0.41 1.04
H 6.51 0.56 -1.14
H 6.05 -0.24 0.36
H 5.98 1.51 0.24
C -0.46 1.53 5.40
Si -0.85 1.67 3.54
C 0.77 2.01 2.58
C -2.16 3.03 3.21
Si -1.90 -0.45 3.08
Te -2.74 -0.86 0.56
Si -0.38 -2.32 3.37
C -0.60 -2.84 5.19
C -0.84 -3.75 2.16
C 1.43 -1.83 3.00
Si -4.14 -0.87 3.98
C -4.24 -0.73 5.88
C -5.40 0.30 3.13
C -4.47 -2.67 3.42
H -0.09 2.46 5.80
H 0.30 0.77 5.59
H -1.34 1.26 5.98
H 1.13 3.02 2.76
H 0.61 1.89 1.51
H 1.55 1.32 2.88
H -1.71 4.02 3.20
H -2.93 3.04 3.98
H -2.65 2.87 2.26
H -1.60 -3.20 5.39
H -0.43 -1.99 5.85
H 0.09 -3.62 5.48
H -1.85 -4.11 2.33
H -0.17 -4.59 2.27
H -0.77 -3.41 1.12
H 1.82 -1.15 3.75
H 1.52 -1.35 2.03
H 2.08 -2.71 3.00
H -4.08 0.29 6.23
H -3.50 -1.36 6.37
H -5.21 -1.04 6.24
H -5.33 1.32 3.51
H -6.42 -0.03 3.28
H -5.22 0.33 2.05
H -3.90 -3.38 4.01
H -4.19 -2.80 2.38
H -5.52 -2.94 3.52
C -2.06 7.31 -2.23
C -2.01 5.87 -1.86
C -1.73 5.45 -0.56
C -1.67 4.10 -0.25
C -1.93 3.17 -1.24
C -2.23 3.56 -2.53
C -2.26 4.91 -2.84
S -1.82 1.46 -0.91
O -3.06 1.04 -0.17
O -0.70 1.11 -0.08
O -1.75 0.76 -2.20
H -1.49 7.92 -1.53
H -3.09 7.67 -2.22
H -1.68 7.46 -3.23
H -1.54 6.18 0.21
H -1.42 3.75 0.74
H -2.42 2.80 -3.28
H -2.47 5.22 -3.86
C -5.82 -1.74 -3.84
C -5.56 -0.24 -4.06
C -4.81 0.20 -2.79
O -4.34 -0.99 -2.18
C -5.35 -1.96 -2.40
H -5.25 -2.35 -4.53
H -6.87 -1.99 -3.96
H -6.48 0.33 -4.18
H -4.95 -0.07 -4.95
H -5.48 0.72 -2.09
H -3.96 0.85 -2.99
H -6.17 -1.78 -1.68
H -4.93 -2.95 -2.22
*
```

=====

No. 5
The following is a DFT calculation (wB97M-V/def2-TZVPD) of the molecule C7H10.

Properties
- Orbital gap: 0.3833 Eh
- SMILES: C#CC1(CC)CC1
- ΔE to the lowest compared entry with this formula, charge and spin: 232.6 kJ/mol
- Total energy: -7418.6241 eV
- HOMO level: -0.3415 hartree
- F_max: 0.009 Eh/bohr

Geometry as ORCA input:
```
! wB97M-V def2-TZVPD RIJCOSX def2/J DEFGRID3
* xyz 0 1
C 0.46 -2.71 0.37
C 0.34 -1.53 0.14
C 0.30 -0.14 -0.27
C 0.10 0.94 0.78
C -1.18 0.81 1.61
C -0.28 0.14 -1.64
C 1.20 0.16 -1.45
H 0.57 -3.75 0.55
H 0.08 1.90 0.25
H 0.97 0.98 1.45
H -2.07 0.77 0.97
H -1.29 1.67 2.28
H -1.17 -0.10 2.22
H -0.73 -0.68 -2.19
H -0.79 1.09 -1.75
H 1.73 1.11 -1.46
H 1.77 -0.68 -1.85
*
```

=====

No. 6
The following is a DFT calculation (wB97M-V/def2-TZVPD) of a cluster of 2 separate species, C2H4BrFO in total in a non-equilibrium geometry.

Properties
- Orbital gap (spin up / spin down): 0.3203 / 0.2795 Eh
- ΔE to the lowest compared entry with this formula, charge and spin: 455.8 kJ/mol
- Total energy: -76941.8059 eV
- HOMO level (spin up / spin down): -0.2956 / -0.2698 hartree
- F_max: 0.111 Eh/bohr

Geometry as ORCA input:
```
! wB97M-V def2-TZVPD RIJCOSX def2/J DEFGRID3
* xyz 0 1
C 1.12 -0.70 0.14
C -1.33 0.52 0.38
O 1.54 0.05 -0.84
F -2.20 -0.42 -0.02
Br -1.04 2.00 -0.60
H 0.62 -1.54 0.11
H 1.59 -0.46 1.11
H -1.65 0.86 1.43
H 1.34 -0.31 -1.73
*
```

=====

No. 7
The following is a DFT calculation (wB97M-V/def2-TZVPD) of a cluster of 7 separate species, C17H21F5N2O19 in total in a non-equilibrium geometry.

Properties
- Orbital gap (spin up / spin down): 0.3504 / 0.0919 Eh
- ⟨S²⟩: 0.76
- Total energy: -73421.5759 eV
- HOMO level (spin up / spin down): -0.4674 / -0.4674 hartree
- F_max: 0.133 Eh/bohr

Geometry as ORCA input:
```
! wB97M-V def2-TZVPD RIJCOSX def2/J DEFGRID3
* xyz 1 2
C 29.33 -4.52 -0.85
C 28.74 -5.93 -1.13
O 27.53 -5.63 -1.84
C 27.67 -4.37 -2.40
O 27.05 -3.90 -3.32
O 28.86 -3.77 -1.98
F 28.42 -6.55 0.03
H 30.42 -4.56 -0.84
H 28.92 -4.30 0.13
H 29.41 -6.51 -1.76
C 33.59 -0.69 0.43
C 33.90 -0.04 -0.89
O 33.33 -0.84 -1.84
C 32.76 -1.92 -1.29
O 32.24 -2.84 -1.88
O 32.78 -1.83 0.05
F 35.20 -0.17 -1.10
H 33.03 0.01 1.05
H 34.56 -0.89 0.88
H 33.66 1.02 -0.99
C 34.75 -5.05 2.50
C 35.39 -5.22 1.17
O 34.40 -5.63 0.28
C 33.19 -5.44 0.92
O 32.09 -5.55 0.37
O 33.35 -5.21 2.21
F 36.35 -6.08 1.37
H 35.03 -4.10 2.96
H 34.97 -5.78 3.29
H 35.87 -4.27 0.93
C 27.63 -5.27 -8.50
C 28.62 -5.86 -7.48
O 28.22 -5.09 -6.32
C 27.73 -3.90 -6.66
O 27.46 -2.96 -5.97
O 27.52 -3.92 -8.05
F 29.86 -5.65 -7.90
H 26.68 -5.82 -8.47
H 28.01 -5.23 -9.52
H 28.54 -6.94 -7.58
C 28.37 -4.23 3.15
C 29.89 -4.30 3.59
O 29.95 -5.71 3.57
C 28.81 -6.37 3.59
O 28.66 -7.55 3.92
O 27.78 -5.50 3.23
F 29.87 -3.90 4.83
H 28.22 -3.91 2.12
H 27.83 -3.54 3.80
H 30.52 -3.74 2.90
C 26.27 -7.74 -4.08
N 26.92 -7.81 -5.38
O 28.12 -8.10 -5.37
O 26.17 -7.72 -6.36
H 27.04 -7.89 -3.32
H 25.49 -8.50 -4.03
H 25.85 -6.74 -4.09
C 23.48 -2.52 -4.20
N 22.75 -3.66 -4.77
O 21.60 -3.82 -4.43
O 23.32 -4.37 -5.65
H 23.89 -2.12 -5.13
H 24.23 -2.96 -3.55
H 22.80 -1.88 -3.64
*
```

=====

No. 8
The following is a DFT calculation (wB97M-V/def2-TZVPD) of the molecule C4H5NOS2 in a non-equilibrium geometry.

Properties
- Orbital gap: 0.3086 Eh
- SMILES: CN1SC(=O)CC1=S
- ΔE to the lowest compared entry with this formula, charge and spin: 348.0 kJ/mol
- Total energy: -29433.4877 eV
- HOMO level: -0.3211 hartree
- F_max: 0.154 Eh/bohr

Geometry as ORCA input:
```
! wB97M-V def2-TZVPD RIJCOSX def2/J DEFGRID3
* xyz 0 1
C 1.67 -1.72 -0.68
N 0.71 -0.62 -0.10
S 0.82 -0.22 1.60
C -0.49 0.90 1.40
O -1.27 1.64 2.19
C -0.80 1.11 -0.01
C -0.32 -0.10 -0.86
S -0.77 -0.23 -2.44
H 2.46 -2.06 0.24
H 2.40 -1.38 -1.55
H 1.12 -2.60 -0.90
H 0.03 2.01 -0.40
H -2.06 1.42 0.04
*
```